DFT (the ωB97M-V functional and the def2-TZVPD basis) results for a structure of composition C31H24BI2N6NaO2S2Se2.

Element x y z (Å)
Na: -0.49033 -0.10288 0.75822
C: -4.15889 -4.66650 -0.57503
S: -3.12333 -4.03329 -1.90182
C: -2.32103 -2.61140 -1.15948
S: -2.64934 -2.15364 0.43752
N: -1.53553 -2.09072 -2.06240
N: -0.83689 -0.98442 -1.63659
C: -0.15048 -0.44560 -2.56277
C: 0.60596 0.79430 -2.34973
C: 1.25978 1.37252 -3.43302
C: 1.90178 2.58983 -3.26868
C: 1.86360 3.19929 -2.02816
C: 1.20160 2.53623 -1.00125
N: 0.59390 1.36054 -1.13431
H: -4.66049 -5.54408 -0.98680
H: -3.56119 -4.94906 0.28792
H: -4.89387 -3.92787 -0.26448
H: -0.15026 -0.87234 -3.56761
H: 1.25321 0.86185 -4.38849
H: 2.42648 3.05402 -4.09484
H: 2.35968 4.14054 -1.81881
H: 1.18332 2.98184 -0.01689
Se: -2.77855 3.63360 1.20349
Se: -3.30883 1.45416 0.71498
C: -3.11706 1.44374 -1.20962
C: -3.70261 0.36700 -1.87481
C: -3.52118 0.28000 -3.23949
C: -2.78839 1.26983 -3.88485
C: -2.27405 2.30654 -3.12616
N: -2.43141 2.39795 -1.80504
C: -0.90596 3.47167 1.66906
C: -0.16488 4.64898 1.69142
C: 1.15625 4.58093 2.10195
C: 1.67169 3.34738 2.47812
C: 0.85422 2.23252 2.39977
N: -0.42074 2.28967 1.99283
H: -4.23023 -0.39811 -1.32124
H: -3.92086 -0.56664 -3.78300
H: -2.60791 1.23406 -4.95133
H: -1.68973 3.09631 -3.58734
H: -0.60068 5.58338 1.36201
H: 1.79228 5.45682 2.07363
H: 2.70548 3.24659 2.77796
H: 1.21152 1.23966 2.65593
I: 4.74430 2.07542 0.10090
I: 3.98581 6.22216 0.01103
O: 2.97146 -0.43286 0.45724
B: 3.76560 0.28580 -0.41099
O: 3.81297 -0.28048 -1.67246
C: 2.98267 -1.38129 -1.58584
C: 2.63343 -2.26796 -2.57902
C: 1.74042 -3.27693 -2.22111
C: 1.23464 -3.37241 -0.92898
C: 1.59350 -2.46804 0.06792
C: 2.47561 -1.47738 -0.30265
H: 3.02142 -2.16739 -3.58389
H: 1.40342 -3.97973 -2.97186
H: 0.50574 -4.13908 -0.70081
H: 1.16966 -2.49639 1.06488
N: 0.72010 -3.42076 7.90044
C: 0.61578 -2.93745 6.85847
C: 0.48619 -2.33904 5.56232
C: -0.77663 -2.11135 5.00927
C: -0.88121 -1.53684 3.75136
C: 0.22312 -1.14736 2.96170
C: 1.46723 -1.40589 3.57631
C: 1.61974 -1.98021 4.83113
H: -1.66043 -2.39289 5.57277
H: -1.88833 -1.39463 3.36236
H: 2.38408 -1.14682 3.04451
H: 2.60369 -2.15541 5.25427

Atomic forces in eV per Å
-0.12 -0.05 0.02
0.00 0.00 0.00
0.00 -0.01 -0.01
-0.05 -0.02 0.06
-0.01 0.01 0.02
0.08 0.01 -0.06
-0.03 0.01 -0.01
0.00 0.03 -0.02
-0.04 0.03 -0.02
-0.01 0.01 0.00
0.00 0.01 0.01
0.02 0.00 -0.01
0.01 -0.02 0.03
0.07 -0.01 -0.01
0.00 0.00 0.00
0.00 0.00 0.00
0.00 0.00 0.00
-0.01 -0.01 0.00
0.00 0.00 0.00
0.00 0.00 0.00
-0.01 0.00 -0.01
0.00 -0.01 0.01
0.02 0.02 -0.01
-0.02 -0.02 0.03
-0.04 -0.06 -0.01
0.02 0.04 -0.01
0.01 0.00 0.00
-0.01 -0.02 -0.01
0.00 0.01 0.02
0.01 0.01 -0.02
-0.01 0.02 -0.02
0.01 -0.01 0.01
-0.01 0.00 0.00
0.01 0.00 0.00
-0.01 0.01 0.02
0.05 -0.01 0.01
0.00 0.00 0.00
0.00 0.00 -0.01
0.00 0.00 0.00
0.00 0.00 0.00
0.00 0.00 0.00
0.00 0.00 0.00
0.00 0.00 0.00
0.00 0.00 0.00
0.05 0.05 0.02
0.00 -0.01 -0.01
0.01 -0.03 -0.02
-0.03 0.03 0.03
-0.01 -0.01 0.00
0.02 0.00 -0.05
0.02 -0.01 0.02
0.00 -0.01 0.03
0.00 -0.03 -0.03
0.01 0.01 0.02
-0.03 -0.02 -0.01
0.00 0.00 0.00
0.00 0.00 0.00
0.00 0.00 0.00
0.00 0.00 -0.01
0.00 0.00 0.00
0.00 0.00 0.00
0.01 0.00 0.01
-0.02 0.00 -0.01
0.03 0.00 0.02
0.04 0.02 -0.04
0.00 0.01 0.01
-0.01 0.00 0.00
0.00 0.00 0.00
0.00 0.00 0.00
0.00 0.00 0.01
0.00 0.00 0.00

Highest occupied orbital energy   -2.66 eV
Total charge   -2
Energy above the lowest of the compared OMol25 structures with the same formula, charge and spin   18.3 kJ/mol
Lowest unoccupied orbital energy   3.52 eV
Electronic energy   -219236.070 eV
Orbital gap   6.182 eV
Maximum force   0.00247 hartree/bohr

Atom charges from the Löwdin analysis, given in e for atoms 1 to 4:
1. Na 0.077
2. C -0.493
3. S 0.766
4. C -1.166